Entry 1:
{
  "formula": "C3H6O3Yb",
  "method": "ωB97M-V/def2-TZVPD",
  "gap_ev": [6.42, 6.42],
  "e_homo_ev": [-7.017, -7.016],
  "symbols": ["O", "C", "H", "H", "O", "C", "C", "O", "Yb", "H", "H", "H", "H"],
  "coordinates": [[-1.314322, -1.840261, 0.440537], [-0.956394, -1.761402, 1.626477], [-0.797346, -2.673352, 2.226354], [-1.156393, -0.844876, 2.210475], [-0.566455, 1.432869, -1.699950], [-0.022902, 2.151236, -0.628544], [1.206952, 1.438917, -0.030694], [0.975803, 0.064502, 0.160628], [-0.423076, -0.629293, -1.328341], [-0.773365, 2.277977, 0.184275], [0.282136, 3.173286, -0.934963], [1.482415, 1.936151, 0.922060], [2.058660, 1.574964, -0.731313]],
  "forces_ev_per_angstrom": [[0.9, -0.2, 2.1], [-2.5, -0.1, -1.1], [0.7, 0.1, -0.4], [0.8, 0.0, -0.4], [-0.2, 0.0, 0.0], [0.1, 0.2, 0.2], [0.3, 0.0, -0.1], [-0.4, -0.2, -0.1], [0.5, 0.2, 0.0], [0.1, 0.0, -0.2], [-0.1, -0.2, 0.1], [0.0, -0.1, -0.2], [-0.2, 0.1, 0.2]],
  "mulliken_charge": [-0.4751, 0.0715, 0.2576, 0.2118, -0.7238, -0.3415, -0.3957, -0.7022, 1.0843, 0.1929, 0.3037, 0.2676, 0.2491]
}

---

Entry 2:
{
  "formula": "C3H6O4",
  "method": "ωB97M-V/def2-TZVPD",
  "smiles": "CC(=O)C(O)(O)O",
  "gap_ev": 10.80,
  "e_homo_ev": -10.247,
  "symbols": ["C", "C", "O", "C", "O", "O", "O", "H", "H", "H", "H", "H", "H"],
  "coordinates": [[1.571115, -0.084701, 0.000777], [0.348833, -0.959594, 0.033854], [0.448501, -2.142369, 0.054031], [-1.002174, -0.178499, 0.046273], [-0.903834, 0.592091, 1.177753], [-1.049144, 0.552959, -1.145093], [-2.087105, -1.076878, -0.093102], [2.011439, 0.215327, 0.911866], [1.535782, 0.965162, -0.494953], [2.478764, -0.570648, -0.408386], [-1.733691, 1.055055, 1.151769], [-1.864300, 0.810160, -1.591953], [-1.724552, -1.890938, -0.425700]],
  "forces_ev_per_angstrom": [[1.7, 2.1, -2.0], [1.0, 2.0, -0.2], [-0.7, -1.3, -0.1], [-0.1, -1.9, -2.3], [-0.9, -0.6, -0.5], [1.9, 1.5, -0.4], [-0.2, 1.1, 1.9], [-0.4, 0.0, 1.9], [-0.7, -2.0, 0.4], [-0.9, -0.3, -0.4], [-0.7, 0.9, 0.7], [-0.4, -0.7, 0.9], [0.4, -0.8, -0.1]],
  "mulliken_charge": [-1.1838, 0.5891, -0.5269, 0.7091, -0.4711, -0.5413, -0.5648, 0.3372, 0.2828, 0.3497, 0.3634, 0.3238, 0.3329]
}

---

Entry 3:
{
  "formula": "C3H6O5",
  "method": "ωB97M-V/def2-TZVPD",
  "smiles": "O=C(O)CC(=O)O.O",
  "gap_ev": 10.69,
  "e_homo_ev": -10.569,
  "symbols": ["O", "C", "O", "C", "C", "O", "O", "H", "H", "H", "H", "O", "H", "H"],
  "coordinates": [[0.219488, -0.390322, 1.847868], [-0.479687, 0.201503, 0.982924], [-0.645346, 1.521619, 0.972771], [-1.241914, -0.484874, -0.185165], [-0.348464, -0.643165, -1.384777], [0.808062, -0.945189, -1.389098], [-1.098483, -0.516912, -2.498006], [-1.378401, 1.900323, 0.414887], [-1.592822, -1.456107, 0.213618], [-2.131845, 0.152438, -0.350382], [-0.533838, -0.679182, -3.302280], [2.717289, 0.664898, 1.883409], [2.117429, 0.084704, 1.362061], [3.588532, 0.590266, 1.432171]],
  "forces_ev_per_angstrom": [[-2.8, 2.3, -3.4], [1.4, -2.5, 1.8], [-0.3, 1.2, 0.3], [-0.1, 0.5, 2.1], [-0.5, -0.7, -0.5], [0.1, 0.3, 0.2], [0.6, 0.0, -1.2], [1.2, -1.1, 0.6], [0.3, 0.3, -0.6], [0.4, -0.6, -0.5], [-0.5, 0.2, 1.1], [0.7, -0.5, -1.1], [0.6, 0.5, 0.7], [-0.9, 0.1, 0.5]],
  "mulliken_charge": [-0.6116, 0.6856, -0.4351, -0.5155, 0.5219, -0.5134, -0.4582, 0.3639, 0.2517, 0.3212, 0.3654, -0.6181, 0.3364, 0.3058]
}

---

Entry 4:
{
  "formula": "C3H6O5P2",
  "method": "ωB97M-V/def2-TZVPD",
  "gap_ev": 11.08,
  "e_homo_ev": -11.271,
  "symbols": ["C", "C", "C", "O", "O", "O", "O", "O", "P", "P", "H", "H", "H", "H", "H", "H"],
  "coordinates": [[-3.332694, -0.864548, 1.438893], [-2.430950, -0.529519, 0.539158], [3.140859, 0.494782, -1.309730], [-0.208574, -1.404874, 1.923202], [0.456644, 1.725123, -1.596371], [-0.023405, 1.072009, 0.873780], [0.194639, -0.738951, -0.599960], [2.327284, 0.699078, -0.126623], [-0.680759, -0.599233, 0.830733], [0.793101, 0.800867, -0.498630], [-4.463057, -0.749421, 1.271905], [-2.984140, -1.252553, 2.474246], [-2.685469, -0.096182, -0.336279], [3.151570, 1.468402, -1.853811], [2.608531, -0.187319, -2.066687], [4.136420, 0.162340, -0.963827]],
  "forces_ev_per_angstrom": [[-1.0, -0.7, 2.4], [1.2, -0.5, 1.7], [-0.5, 0.4, -1.5], [0.0, -0.8, 0.9], [0.5, -1.1, 0.6], [-0.6, -2.7, -0.7], [-0.9, 0.7, 1.1], [-0.7, -0.5, -0.2], [1.8, 2.2, -0.8], [-0.9, 1.6, -0.1], [2.0, -0.2, 0.2], [-0.8, 0.6, -1.9], [-0.9, 1.2, -2.9], [0.5, -0.6, 0.5], [1.1, 0.4, 1.4], [-0.7, 0.1, -0.4]],
  "mulliken_charge": [-0.4425, -0.3141, -0.6138, -0.6071, -0.6347, -0.4271, -0.3799, -0.2640, 1.0128, 0.9794, 0.2523, 0.2263, 0.3969, 0.3024, 0.2881, 0.2252]
}

---

Entry 5:
{
  "formula": "C3H6OS",
  "method": "ωB97M-V/def2-TZVPD",
  "gap_ev": 3.16,
  "e_homo_ev": -7.796,
  "symbols": ["O", "C", "C", "C", "S", "H", "H", "H", "H", "H", "H"],
  "coordinates": [[2.170312, -0.767604, 0.523436], [-0.668101, -0.392206, 0.383836], [-0.610316, 0.273405, -0.773571], [0.581076, 1.003434, -0.401541], [-3.755803, -0.284723, 0.332913], [-1.729859, -0.463026, 0.783459], [-1.423564, 0.384888, -1.508957], [0.209067, -0.852954, 0.908402], [0.799278, 2.092755, -0.394035], [1.547341, 0.394838, -0.434553], [2.880571, -1.388811, 0.580614]],
  "forces_ev_per_angstrom": [[-0.8, 0.6, -0.1], [-0.4, -1.1, 1.8], [1.9, 2.2, -1.1], [-0.9, -0.7, -2.6], [-0.8, 0.0, -0.1], [1.5, -0.3, -0.1], [0.3, 0.7, 0.7], [0.2, 0.6, -0.4], [-1.2, -0.5, 0.0], [-0.4, -0.8, 1.8], [0.6, -0.5, 0.0]],
  "mulliken_charge": [-0.9417, -0.1619, 0.0534, -0.2858, -0.0591, -0.1100, 0.4144, 0.3516, 0.2806, 0.2991, 0.1595]
}

---

Entry 6:
{
  "formula": "C3H6OS",
  "method": "ωB97M-V/def2-TZVPD",
  "smiles": "CCC(O)=S",
  "gap_ev": 9.04,
  "e_homo_ev": -8.797,
  "symbols": ["C", "C", "C", "O", "S", "H", "H", "H", "H", "H", "H"],
  "coordinates": [[-1.235630, 0.255822, 0.283491], [0.209600, 0.035462, 0.606976], [1.245385, -0.126969, -0.498089], [1.022144, -1.193177, -1.298560], [2.651650, 0.613262, -0.689518], [-1.701608, -0.573110, -0.264852], [-1.860212, 0.405183, 1.173160], [-1.260904, 1.249553, -0.228864], [0.366969, -0.700799, 1.345546], [0.447878, 1.019920, 1.101074], [0.114728, -0.985147, -1.530365]],
  "forces_ev_per_angstrom": [[-0.8, 0.6, -0.9], [1.0, 3.2, 0.5], [0.6, -0.7, 0.7], [-0.9, 0.4, -0.3], [0.3, 0.8, 0.5], [0.0, 0.4, -0.3], [0.4, -0.2, 0.0], [-0.5, -1.0, -0.2], [0.3, -1.2, 0.7], [0.4, -1.1, -0.2], [-0.9, -1.1, -0.6]],
  "mulliken_charge": [-1.0866, -0.3295, 0.2560, -0.4134, -0.2994, 0.3734, 0.3274, 0.2810, 0.3189, 0.2394, 0.3329]
}

---

Entry 7:
{
  "formula": "C3H6OS",
  "method": "ωB97M-V/def2-TZVPD",
  "smiles": "CCC(O)=S",
  "gap_ev": 9.24,
  "e_homo_ev": -8.735,
  "symbols": ["C", "C", "C", "O", "S", "H", "H", "H", "H", "H", "H"],
  "coordinates": [[-1.290465, 0.025556, -0.547550], [0.148779, 0.564366, -0.296551], [1.075295, -0.294509, 0.391804], [0.635803, -0.653457, 1.550719], [2.451441, -0.740824, -0.360729], [-2.015904, 0.883294, -0.758618], [-1.665877, -0.416804, 0.363531], [-1.316530, -0.682299, -1.357850], [0.202739, 1.454986, 0.352843], [0.414359, 0.877590, -1.322848], [1.360359, -1.017900, 1.985249]],
  "forces_ev_per_angstrom": [[-0.6, 1.7, 1.3], [-2.1, 1.9, -1.8], [1.0, -0.6, -2.9], [-1.9, 0.7, 0.6], [0.5, -0.3, 0.7], [1.1, -1.1, 0.0], [-0.2, -0.4, 0.2], [0.1, -0.2, -0.3], [-0.8, 0.1, -0.3], [0.9, -0.2, 0.9], [2.0, -1.6, 1.7]],
  "mulliken_charge": [-1.0272, -0.3908, 0.2502, -0.3940, -0.2944, 0.2673, 0.3407, 0.3078, 0.2742, 0.3229, 0.3431]
}

---

Entry 8:
{
  "formula": "C3H6OS2",
  "method": "ωB97M-V/def2-TZVPD",
  "smiles": "OC(=S)CCS",
  "gap_ev": 8.98,
  "e_homo_ev": -8.786,
  "symbols": ["O", "C", "S", "C", "C", "S", "H", "H", "H", "H", "H", "H"],
  "coordinates": [[-0.543588, -1.438321, 0.486961], [-0.967490, -0.201001, 0.247570], [-2.419000, 0.143580, -0.413088], [-0.041982, 0.866950, 0.743320], [1.215602, 1.164357, -0.074571], [2.322824, -0.335610, -0.257985], [0.408929, -1.409740, 0.614825], [-0.583266, 1.787563, 0.875749], [0.304482, 0.640854, 1.799015], [1.030895, 1.504979, -1.087124], [1.868540, 1.886257, 0.446979], [1.621168, -0.812693, -1.305885]],
  "forces_ev_per_angstrom": [[-0.7, -0.2, -0.5], [-0.6, 0.4, 0.1], [0.4, -0.3, 0.1], [1.1, 0.6, 1.4], [0.9, -0.8, 0.2], [-0.6, 0.4, -0.2], [0.7, -0.1, 0.3], [-0.4, 0.4, -0.3], [-0.4, -0.2, -1.1], [-0.2, 0.2, 0.0], [-0.5, -0.2, -0.3], [0.3, -0.1, 0.1]],
  "mulliken_charge": [-0.4198, 0.2859, -0.2903, -0.5918, -0.5484, -0.2903, 0.3274, 0.3756, 0.2905, 0.3510, 0.3344, 0.1758]
}

---

Which E_tot belongs to each record? In order, -1502.264441; -418.845516; -494.124838; -1176.957301; -590.941080; -591.296319; -591.310524; -989.505718 a.u..
Which energy relative to the best compared isomer or geometry (same formula, charge and spin) belongs to each record? In order, 0.0000; 1.3261; 0.7018; 0.0945; 10.6648; 0.9983; 0.6117; 0.6208 eV.